(1)
C6H13N2O2 as an isolated structure at a distorted geometry, computed with ωB97M-V/def2-TZVPD.

Computed properties:
ΔE to the lowest compared entry with this formula, charge and spin: 59.0 kcal per mole
E_HOMO: -12.94 eV
total charge: +1
E_LUMO: -0.106 hartree
strongest force on any atom: 5.56 eV/Å
spin multiplicity: 1

Geometry (Å):
C (-2.55667, -0.73459, 0.24819)
C (0.29674, -0.45284, 0.62648)
C (3.09725, -0.35919, -0.81401)
C (-0.36158, 2.20295, -0.05637)
C (2.71472, -0.81442, 0.61020)
C (-0.96382, 1.04677, 0.70719)
N (-3.39819, -1.37730, -0.57528)
N (-1.99347, 0.38716, -0.03200)
O (-0.26113, -1.44962, 0.27718)
O (1.42381, -0.05824, 0.99721)
H (-2.38230, -1.27321, 1.22682)
H (3.36846, 0.69484, -0.76982)
H (3.81244, -1.00763, -1.19401)
H (2.21728, -0.34265, -1.58364)
H (0.35175, 1.73178, -0.72353)
H (-1.23895, 2.69536, -0.59106)
H (0.10517, 2.98064, 0.65419)
H (3.42955, -0.53098, 1.41814)
H (2.49913, -1.85731, 0.69479)
H (-1.12425, 1.13911, 1.69766)
H (-3.47248, -2.41349, -0.40365)
H (-3.41656, -0.84461, -1.45106)
H (-2.14691, 0.63747, -0.96362)

Cartesian forces, eV/Å:
-0.38 -2.90 2.36
-4.51 2.50 0.30
-3.27 1.40 0.42
-1.12 1.14 0.97
-0.59 1.05 -0.11
3.24 -3.26 -3.12
1.23 0.55 0.63
-0.72 0.50 1.23
1.52 -0.83 -0.26
2.92 -0.08 0.02
-0.14 1.20 -1.11
0.63 -0.18 -0.09
1.65 -0.85 -0.74
1.23 -0.53 1.63
0.23 0.82 -0.43
1.44 -0.25 0.33
-0.57 -1.37 -1.32
-0.60 -0.02 -0.86
-0.24 -0.66 -0.05
-1.01 0.46 3.12
-0.25 1.77 -0.98
-0.81 -1.64 -0.26
0.09 1.16 -1.67

Here are the natural (NBO) charges for atoms 1 to 4, given in e:
1 C 0.42
2 C 0.85
3 C -0.64
4 C -0.64

=====

(2)
C26H21Cl3Ge2N3O7Ru as an isolated structure, computed with ωB97M-V/def2-TZVPD.

Computed properties:
ΔE to the lowest compared entry with this formula, charge and spin: 12.5 kcal per mole
E_HOMO: -5.94 eV
total charge: -1
E_LUMO: 0.063 hartree
strongest force on any atom: 0.43 eV/Å
spin multiplicity: 1

Geometry (Å):
Ru (-1.06841, 1.24420, -1.74597)
O (-2.88472, 1.02979, 1.91934)
C (-2.43396, 0.61977, 0.86908)
O (-1.41485, 1.17432, 0.26351)
C (-3.02190, -0.63758, 0.25358)
C (-3.46835, -1.59911, 1.13032)
C (-3.93514, -2.82746, 0.66884)
C (-3.96661, -3.11899, -0.67895)
C (-3.51225, -2.16178, -1.55749)
C (-3.07099, -0.87160, -1.15278)
O (-2.78555, 0.02029, -2.03310)
N (-3.45561, -2.53250, -2.96819)
O (-4.33379, -3.25428, -3.40471)
O (-2.49782, -2.15831, -3.62729)
N (-4.36942, -3.84174, 1.61797)
O (-4.75890, -4.91149, 1.17576)
O (-4.35372, -3.56345, 2.80267)
H (-3.44412, -1.38793, 2.18986)
H (-4.31599, -4.07587, -1.03617)
Cl (-2.84469, 6.23147, -0.74390)
Ge (-2.17315, 4.19435, -0.00951)
Cl (-1.27371, 3.47203, -2.38475)
Cl (-4.08408, 3.09914, -0.37832)
N (-0.96475, 0.90262, -3.82608)
H (-1.17382, 1.73114, -4.37504)
H (-1.68642, 0.19760, -3.98152)
H (-0.07635, 0.52650, -4.13571)
C (0.69738, 1.51655, -1.48072)
Ge (1.57994, 0.67732, 0.05741)
C (1.29066, 1.84678, 1.58703)
C (1.09775, 1.38540, 2.88547)
C (0.86147, 2.27408, 3.92511)
C (0.81674, 3.63841, 3.67831)
C (1.00257, 4.11215, 2.38778)
C (1.23638, 3.22029, 1.35096)
C (3.49815, 0.62374, -0.36101)
C (3.99935, -0.36570, -1.20743)
C (5.34153, -0.39258, -1.55997)
C (6.20744, 0.57323, -1.06489)
C (5.72618, 1.55988, -0.21654)
C (4.38114, 1.58318, 0.13113)
C (1.03039, -1.17188, 0.33200)
C (1.54703, -1.88869, 1.41245)
C (1.18485, -3.20986, 1.63308)
C (0.31705, -3.84767, 0.75729)
C (-0.17826, -3.16126, -0.34064)
C (0.17440, -1.83349, -0.54399)
H (1.34551, 2.12787, -2.12777)
H (1.09342, 0.32106, 3.09018)
H (0.69275, 1.89807, 4.92653)
H (0.61884, 4.33064, 4.48712)
H (0.94276, 5.17385, 2.18245)
H (1.34771, 3.60502, 0.34204)
H (3.33561, -1.13624, -1.58739)
H (5.71344, -1.16960, -2.21681)
H (7.25577, 0.55339, -1.33617)
H (6.39905, 2.31177, 0.17757)
H (4.01527, 2.35532, 0.79959)
H (2.24559, -1.41332, 2.09326)
H (1.58277, -3.74316, 2.48756)
H (0.03081, -4.87799, 0.92769)
H (-0.84442, -3.65262, -1.03801)
H (-0.21795, -1.32506, -1.42213)

Cartesian forces, eV/Å:
-0.16 -0.03 0.13
0.20 -0.21 0.14
-0.20 0.21 -0.20
-0.06 0.18 0.07
0.13 0.01 0.01
0.00 -0.05 0.02
0.08 0.02 0.01
0.01 -0.05 -0.03
-0.03 0.05 0.03
-0.07 -0.03 0.05
0.43 -0.02 -0.01
0.09 -0.12 0.00
-0.02 0.05 0.01
-0.04 0.05 0.00
-0.28 0.09 -0.02
0.10 -0.03 0.01
0.10 -0.04 0.00
0.00 0.00 0.00
0.00 0.00 0.00
-0.01 0.06 -0.05
-0.04 -0.12 0.06
-0.07 0.11 0.16
-0.08 0.13 -0.11
0.09 -0.04 -0.06
-0.03 0.02 0.03
-0.02 0.01 -0.02
-0.02 0.01 -0.06
-0.07 -0.34 -0.25
-0.03 0.13 0.04
0.03 0.03 -0.04
-0.03 -0.03 -0.01
0.00 -0.01 0.00
0.00 0.01 -0.01
0.01 -0.01 0.01
0.03 -0.01 0.04
0.03 -0.02 0.05
0.01 0.00 0.01
0.00 0.00 0.00
0.00 0.00 0.00
0.00 0.00 0.00
-0.01 0.00 -0.01
0.02 -0.02 -0.01
-0.02 0.00 0.02
0.01 0.01 0.00
-0.01 -0.02 0.00
-0.03 0.02 0.01
-0.01 -0.01 -0.04
0.00 -0.03 -0.03
0.00 0.02 0.01
0.00 0.00 0.00
0.00 0.00 0.00
0.00 0.00 0.00
0.00 -0.01 0.00
0.00 0.00 0.00
0.00 0.00 0.00
0.00 0.00 0.00
0.00 0.00 0.00
0.01 0.00 0.00
0.00 -0.01 -0.01
0.00 0.00 0.00
0.00 0.00 0.00
-0.02 -0.01 -0.01
-0.02 0.03 0.01

Here are the natural (NBO) charges for atoms 1 to 4, given in e:
1 Ru 0.76
2 O -0.62
3 C 0.80
4 O -0.77

=====

(3)
A 2-piece molecular cluster, C22H29F4O2Si2 overall at a distorted geometry, computed with ωB97M-V/def2-TZVPD.

Computed properties:
ΔE to the lowest compared entry with this formula, charge and spin: 50.7 kcal per mole
E_HOMO: -11.04 eV
total charge: +1
E_LUMO: -0.217 hartree
strongest force on any atom: 1.94 eV/Å
spin multiplicity: 1

Geometry (Å):
C (-3.25969, 0.91278, 1.70194)
Si (-2.28559, 2.40330, 1.17460)
C (-3.34907, 3.82441, 0.64977)
C (-0.97756, 2.89572, 2.38891)
O (-1.52452, 1.90671, -0.29837)
C (-0.66671, 0.98162, -0.70429)
C (0.59369, 0.67173, -0.21888)
C (1.49288, 0.25343, -1.28882)
O (-0.98187, 0.36264, -1.83356)
Si (-2.38460, 0.51091, -2.85658)
C (-2.93143, -1.26611, -2.94838)
C (-3.77549, 1.56669, -2.21118)
C (-1.72373, 1.17759, -4.46689)
H (-3.58207, 1.06447, 2.74312)
H (-4.15250, 0.78151, 1.07771)
H (-2.65355, -0.00143, 1.65261)
H (-3.91000, 4.17058, 1.53013)
H (-2.73885, 4.66327, 0.28397)
H (-4.06203, 3.55106, -0.13428)
H (-1.46685, 3.13482, 3.34443)
H (-0.24849, 2.09417, 2.56993)
H (-0.44652, 3.80001, 2.05059)
H (0.97531, 1.25657, 0.60521)
H (2.51242, 0.22499, -0.90215)
H (1.25027, -0.75513, -1.63665)
H (1.45524, 0.93143, -2.14997)
H (-3.58127, -1.42826, -3.82035)
H (-2.06599, -1.93718, -3.03494)
H (-3.48596, -1.54705, -2.04187)
H (-4.58210, 1.52639, -2.96209)
H (-4.19430, 1.19342, -1.26634)
H (-3.50016, 2.61945, -2.09513)
H (-2.51613, 1.16194, -5.23300)
H (-1.37473, 2.21352, -4.34616)
H (-0.88438, 0.56025, -4.82169)
F (6.56707, -1.11739, 2.02636)
C (5.31233, -0.68603, 2.38107)
C (5.16363, 0.10053, 3.52203)
C (3.86290, 0.51110, 3.81494)
F (3.67029, 1.34250, 4.89277)
C (2.75740, 0.14340, 3.06494)
C (2.91597, -0.71042, 1.93505)
C (1.73455, -1.15061, 1.25018)
C (1.61953, -2.38079, 0.52743)
C (0.36214, -2.73186, -0.04261)
C (0.25360, -3.83171, -0.86952)
F (-0.97347, -4.10805, -1.43061)
C (1.33170, -4.66792, -1.17166)
C (2.53032, -4.37326, -0.53095)
F (3.61666, -5.20101, -0.71952)
C (2.68462, -3.31106, 0.33744)
C (4.25435, -1.04236, 1.56145)
H (6.00319, 0.36921, 4.15027)
H (1.75481, 0.48949, 3.31158)
H (0.79571, -0.71492, 1.61812)
H (-0.50283, -2.10172, 0.17633)
H (1.22447, -5.53253, -1.81996)
H (3.61724, -3.21140, 0.88446)
H (4.47015, -1.56341, 0.62907)

Cartesian forces, eV/Å:
-0.05 0.09 0.27
0.20 -0.32 -0.77
0.09 0.20 0.14
0.08 0.19 0.17
0.40 -0.58 0.27
-0.47 0.00 -0.37
-0.81 1.21 0.77
1.48 -0.69 -0.71
-0.80 0.73 0.44
0.08 -0.27 -0.14
0.03 -0.08 -0.08
-0.15 0.10 0.00
0.04 -0.07 0.05
-0.02 -0.21 -0.24
0.19 -0.01 0.16
-0.14 0.14 0.07
0.05 0.02 -0.24
-0.17 -0.20 0.12
0.09 0.01 0.21
0.20 -0.04 -0.14
-0.15 0.19 -0.01
-0.11 -0.34 0.11
-0.09 0.26 -0.06
0.17 -0.02 -0.24
0.11 0.02 -0.21
0.08 -0.20 0.06
0.11 -0.01 0.25
-0.21 0.13 -0.04
0.09 0.03 -0.22
0.21 -0.05 0.17
0.15 0.11 -0.23
0.00 -0.20 -0.01
0.27 0.04 0.23
-0.08 -0.26 -0.09
-0.24 0.22 0.05
-1.39 0.61 0.45
0.77 -0.28 -0.39
-0.56 -0.28 -0.25
-0.21 0.72 0.78
0.23 -1.00 -1.19
-0.14 -0.32 -0.48
1.32 1.12 0.09
-0.99 -0.83 1.45
-0.17 -0.99 -0.82
0.15 0.55 0.15
-0.86 -0.28 -0.40
1.45 0.27 0.64
-0.17 0.26 0.29
0.88 -0.74 0.13
-1.43 0.93 0.16
0.00 0.59 -0.05
-0.40 -0.10 -0.07
-0.05 0.05 -0.08
0.32 -0.01 0.22
0.60 -0.49 -0.13
0.21 -0.16 -0.37
0.02 0.18 0.07
-0.27 -0.20 -0.27
0.03 0.28 0.36

Here are the natural (NBO) charges for atoms 1 to 4, given in e:
1 C -1.15
2 Si 1.89
3 C -1.15
4 C -1.15

=====

(4)
A 2-piece molecular cluster, C2H7NOS2 overall at a distorted geometry, computed with ωB97M-V/def2-TZVPD.

Computed properties:
ΔE to the lowest compared entry with this formula, charge and spin: 33.7 kcal per mole
E_HOMO: -8.39 eV
E_LUMO: 0.016 hartree
SMILES: NC=O.CSS
strongest force on any atom: 5.13 eV/Å
spin multiplicity: 1

Geometry (Å):
C (-0.46534, 0.05962, -1.93730)
S (0.69316, -0.43672, -0.57976)
S (1.92907, 1.21737, -0.51462)
H (-0.18450, 1.08243, -2.24375)
H (-0.45346, -0.57190, -2.89469)
H (-1.46548, 0.18023, -1.43762)
H (1.84533, 1.25687, -1.86360)
C (-1.77151, -0.24971, 1.70741)
N (-0.60430, -0.91653, 1.92017)
O (-2.70233, -0.66333, 0.99459)
H (-1.93856, 0.63535, 2.32743)
H (-0.59975, -1.89706, 1.63583)
H (0.11054, -0.31333, 1.96788)

Cartesian forces, eV/Å:
-0.68 0.53 -0.13
-0.06 -0.35 -1.44
-0.13 0.14 -0.72
-0.07 -0.46 0.15
-0.02 0.52 1.81
0.74 -0.55 -0.90
0.71 0.38 0.32
-2.39 -1.60 -1.01
-4.60 -2.17 0.67
1.70 0.58 1.24
0.48 0.50 -0.22
0.65 0.89 -0.28
3.67 1.60 0.50

Here are the natural (NBO) charges for atoms 1 to 4, given in e:
1 C -0.75
2 S 0.04
3 S -0.14
4 H 0.22